Entry 1:
Molecular formula: C6H12N4O
Method: DFT, wB97M-V/def2-TZVPD

molecular weight: 156.19 g/mol
strongest force on any atom: 1.53 eV/Å
total charge: 0
energy above the lowest of the compared OMol25 structures with the same formula, charge and spin: 86.6 kcal/mol
lowest unoccupied orbital energy: 0.8 eV
2S+1: 1
orbital gap: 9.37 eV

Atoms and positions in Å:
H (-2.04165, -2.64736, 0.41311)
N (-1.44506, -2.35947, -0.36019)
C (-1.36536, -1.08766, -0.39023)
N (-0.55987, -0.41054, -1.29490)
C (-0.33920, -0.97393, -2.60023)
C (-1.16248, 0.25230, -2.43491)
H (-1.88469, -0.40633, 0.30881)
H (-0.84988, -1.90682, -2.81337)
H (0.67778, -0.89356, -2.98631)
H (-2.24396, 0.14426, -2.57192)
H (-0.75345, 1.23445, -2.69721)
C (0.11027, 0.66698, 2.63130)
N (1.22526, 0.04113, 2.70137)
C (1.98158, -0.02196, 1.47153)
C (1.61256, 1.12035, 0.53970)
O (0.21341, 1.08193, 0.29719)
N (-0.51286, 1.14257, 1.48280)
H (-0.54869, 0.80742, 3.49609)
H (3.05592, 0.00700, 1.72442)
H (1.78836, -0.98159, 0.97998)
H (1.88416, 2.08901, 0.98090)
H (2.08378, 1.02926, -0.44858)
H (-0.92593, 2.07256, 1.57064)


Entry 2:
Molecular formula: C6H12N4O2
Method: DFT, wB97M-V/def2-TZVPD

molecular weight: 172.19 g/mol
strongest force on any atom: 12.19 eV/Å
total charge: 0
energy above the lowest of the compared OMol25 structures with the same formula, charge and spin: 235.0 kcal/mol
lowest unoccupied orbital energy: 0.3 eV
2S+1: 1
orbital gap: 9.43 eV

Atoms and positions in Å:
C (0.86920, -0.14969, 2.56560)
C (0.13956, -0.77416, 1.26650)
C (-1.02774, -0.11581, 0.77268)
C (0.02031, 0.84876, -1.20037)
C (-0.89540, 0.29764, -2.39173)
C (1.15826, -0.09783, -0.96847)
H (0.99230, 1.08533, 2.74821)
H (2.02740, -0.46658, 2.17484)
H (0.53319, -0.43712, 3.56004)
H (-0.06060, -1.74538, 1.63968)
H (-1.70857, 0.41172, 1.62360)
H (-1.96352, -0.70799, 0.39869)
H (0.34198, 1.90185, -1.40966)
H (-1.54666, 1.41025, -2.92778)
H (-1.43414, -0.84554, -2.08215)
H (-0.15687, 0.09024, -3.20625)
H (2.26448, 0.55883, -0.79803)
H (1.32724, -0.68251, -1.85027)
N (-0.78292, 0.84436, 0.00206)
N (-0.75804, 2.06765, 0.52681)
N (1.00082, -1.06157, 0.14228)
N (0.51658, -2.34375, -0.47018)
O (-1.64176, 2.33601, 1.45106)
O (0.78493, -2.42472, -1.56714)


Entry 3:
Molecular formula: C6H12N4O2
Method: DFT, wB97M-V/def2-TZVPD

molecular weight: 172.19 g/mol
strongest force on any atom: 4.25 eV/Å
total charge: 0
energy above the lowest of the compared OMol25 structures with the same formula, charge and spin: 111.8 kcal/mol
lowest unoccupied orbital energy: 0.7 eV
2S+1: 1
orbital gap: 9.02 eV

Atoms and positions in Å:
C (1.62702, 1.96431, -0.49204)
C (0.39440, 1.18171, -0.32959)
C (-0.77888, 1.27869, -0.93972)
C (-1.68318, 0.18585, -0.53315)
N (-2.45298, -0.45412, -1.58751)
N (-2.74346, 0.74009, 0.46552)
O (-2.63208, 1.82354, 0.92389)
O (-3.59354, -0.07520, 0.74665)
N (-0.81506, -0.62965, 0.32379)
C (-0.67742, -2.04782, 0.04677)
N (0.45859, 0.00690, 0.41157)
C (0.83045, -0.04365, 1.79771)
H (2.04496, 2.50296, 0.36236)
H (1.51947, 2.79957, -1.26985)
H (2.60576, 1.57707, -0.83682)
H (-1.08483, 1.90791, -1.80890)
H (-1.84118, -0.55886, -2.37200)
H (-2.77522, -1.35216, -1.43644)
H (0.22143, -2.38628, 0.50000)
H (-1.39458, -2.64291, 0.56254)
H (-0.57553, -2.16483, -1.02939)
H (0.79045, -1.17873, 1.92813)
H (1.95118, 0.29644, 1.89732)
H (0.25269, 0.41746, 2.57044)


Entry 4:
Molecular formula: C6H12N4O3PdS
Method: DFT, wB97M-V/def2-TZVPD

molecular weight: 326.67 g/mol
strongest force on any atom: 1.89 eV/Å
total charge: 0
energy above the lowest of the compared OMol25 structures with the same formula, charge and spin: 40.3 kcal/mol
lowest unoccupied orbital energy (spin up / spin down): -2.6 / -2.2 eV
2S+1: 1
orbital gap (spin up / spin down): 6.10 / 6.41 eV

Atoms and positions in Å:
Pd (-0.28980, 0.12220, 0.29090)
N (2.02810, -0.21520, 0.15190)
C (2.45520, -0.79850, 1.43120)
C (1.60350, -0.22580, 2.61610)
O (2.15010, 0.00140, 3.68040)
O (0.37150, -0.03380, 2.37230)
H (2.40180, -0.74820, -0.63330)
H (2.37690, 0.74260, 0.07930)
H (3.51490, -0.61830, 1.63820)
H (2.28030, -1.87960, 1.41100)
C (-3.05700, 2.00720, 2.44520)
N (-2.14720, 2.33690, 1.36840)
C (-0.84110, 2.57760, 1.53690)
S (0.13510, 2.62220, 0.12460)
N (-0.37040, 2.90370, 2.73350)
C (1.00800, 3.20800, 3.03760)
H (-4.05250, 1.91480, 2.02120)
H (-3.07020, 2.80490, 3.19060)
H (-2.78270, 1.05430, 2.91210)
H (-2.40330, 1.99620, 0.43890)
H (-0.92820, 2.63060, 3.53130)
H (1.53390, 3.46530, 2.12100)
H (1.48990, 2.34660, 3.50620)
H (1.04180, 4.06320, 3.71330)
O (-3.95100, -1.64100, -0.80510)
C (-3.07810, -0.91240, -0.52960)
N (-2.26810, -0.08770, -0.25780)


Entry 5:
Molecular formula: C6H12N4S
Method: DFT, wB97M-V/def2-TZVPD

molecular weight: 172.26 g/mol
strongest force on any atom: 6.72 eV/Å
total charge: 0
energy above the lowest of the compared OMol25 structures with the same formula, charge and spin: 78.7 kcal/mol
lowest unoccupied orbital energy: 0.5 eV
2S+1: 1
orbital gap: 8.74 eV

Atoms and positions in Å:
C (-3.47563, -0.42132, 1.35165)
C (-3.55596, 0.03487, -0.14877)
C (-1.10973, 0.34307, -0.24648)
C (0.92572, 0.56377, -0.24140)
C (3.19135, 0.06834, -0.21370)
C (3.77324, -0.26863, 1.22111)
H (-3.44056, 0.26813, 2.12165)
H (-4.36633, -1.22435, 1.57870)
H (-2.54591, -0.92032, 1.54187)
H (-3.34545, -0.81134, -0.73517)
H (-4.49672, 0.60300, -0.56887)
H (-2.54626, 1.64512, 0.40576)
H (2.36337, 1.95768, 0.30657)
H (4.02913, 0.37253, -0.95038)
H (2.57692, -0.73960, -0.84584)
H (4.27400, 0.94963, 1.48676)
H (2.87874, -0.76887, 1.77953)
H (4.49622, -1.02490, 1.04860)
N (-2.44058, 0.88452, -0.52564)
N (-0.93098, -0.96233, -0.61592)
N (2.08481, 1.09436, -0.17433)
N (-0.17807, 1.29513, -0.01464)
S (0.74266, -1.15057, -0.51186)


Entry 6:
Molecular formula: C6H12N5
Method: DFT, wB97M-V/def2-TZVPD

molecular weight: 154.20 g/mol
strongest force on any atom: 4.40 eV/Å
total charge: +1
energy above the lowest of the compared OMol25 structures with the same formula, charge and spin: 0.0 kcal/mol
lowest unoccupied orbital energy: -3.1 eV
2S+1: 1
orbital gap: 9.92 eV

Atoms and positions in Å:
N (-1.19471, 2.32376, -2.00010)
C (-0.84725, 1.30050, -1.66996)
N (-0.51584, 0.13359, -1.09781)
C (-0.75142, -1.19309, -1.67826)
C (-0.62515, -2.15354, -0.42907)
C (-0.02096, -1.29146, 0.73826)
C (-0.26119, 0.18344, 0.38201)
N (-1.32188, 0.78732, 1.15966)
C (1.21994, 0.94401, 0.59669)
N (2.31909, 0.89398, -0.10506)
N (1.02678, 1.85482, 1.46876)
H (-0.18567, -1.27856, -2.70430)
H (-1.87233, -1.24842, -1.98303)
H (0.07044, -2.85888, -0.73843)
H (-1.64072, -2.60270, -0.07840)
H (-0.52337, -1.61766, 1.60847)
H (1.01801, -1.65516, 0.82416)
H (-1.88818, 1.30184, 0.57554)
H (-1.67659, 0.25401, 1.97994)
H (2.65461, 0.02242, -0.59563)
H (3.05687, 1.45688, 0.12991)
H (0.15706, 1.99332, 1.94185)
H (1.80249, 2.44961, 1.67481)


> Which value of molecular weight does entry 2 give?

172.19 g/mol


> Which formula does entry 4 have?

C6H12N4O3PdS


> Which value of total charge does entry 3 give?

0